The following is a quantum chemistry calculation of a molecular structure, C42H34As2N3O2Pd, from OMol25.

```
84
Properties=species:S:1:pos:R:3
Pd -0.4381 0.3139 -0.0019
O -5.8730 5.6501 0.0778
C -6.1146 4.4299 -0.0045
O -7.1987 3.8156 -0.0463
C -4.8750 3.5335 -0.0026
C -3.5963 4.0578 0.0512
C -2.5006 3.2133 0.0475
N -2.5894 1.8806 -0.0013
C -3.8274 1.3790 -0.0504
C -4.9720 2.1553 -0.0560
C -3.9054 -0.0920 -0.1341
C -5.1564 -0.7190 -0.1490
C -5.2545 -2.0833 -0.2891
C -4.0791 -2.8003 -0.4382
C -2.8952 -2.1017 -0.4000
N -2.7617 -0.7831 -0.2249
C -1.1280 3.7488 0.1312
C -0.9253 5.1333 0.1492
C 0.3399 5.6537 0.2888
C 1.3893 4.7618 0.4331
C 1.0966 3.4187 0.3916
N -0.1136 2.8788 0.2184
H -3.5512 5.1354 0.1022
H -5.9813 1.7750 -0.1085
H -6.0494 -0.1249 -0.0555
H -6.2221 -2.5666 -0.2995
H -4.0626 -3.8719 -0.5793
H -1.9978 -2.6605 -0.5440
H -1.7694 5.7954 0.0591
H 0.4958 6.7239 0.3021
H 2.4124 5.0818 0.5725
H 1.9088 2.7417 0.5303
C 2.1704 -2.4145 0.3155
C 2.9688 -1.3169 -0.3123
As 2.0728 0.3393 0.1548
C 2.1670 0.2465 2.0805
C 1.0165 0.5323 2.8090
C 1.0281 0.4542 4.1950
C 2.1957 0.0900 4.8475
C 3.3500 -0.1926 4.1231
C 3.3428 -0.1112 2.7398
C 3.4790 1.5610 -0.3519
C 3.8509 1.5717 -1.6925
C 4.8908 2.3918 -2.1089
C 5.5474 3.1940 -1.1884
C 5.1723 3.1794 0.1485
C 4.1291 2.3709 0.5748
As 0.3202 -2.0769 -0.1569
C 0.4417 -2.1395 -2.0824
C -0.1844 -1.1340 -2.8123
C -0.1043 -1.1211 -4.1981
C 0.6041 -2.1189 -4.8492
C 1.2284 -3.1291 -4.1235
C 1.1463 -3.1473 -2.7403
C -0.4097 -3.7900 0.3519
C -0.3090 -4.1429 1.6938
C -0.7721 -5.3825 2.1135
C -1.3331 -6.2562 1.1947
C -1.4312 -5.8990 -0.1435
C -0.9801 -4.6597 -0.5731
H 2.2762 -2.4490 1.3992
H 2.3802 -3.4069 -0.0853
H 3.0377 -1.4084 -1.3956
H 3.9762 -1.2084 0.0911
H 0.1290 0.8309 2.2563
H 0.1334 0.6824 4.7580
H 2.2145 0.0321 5.9274
H 4.2583 -0.4739 4.6388
H 4.2517 -0.3239 2.1885
H 3.3423 0.9503 -2.4215
H 5.1825 2.4041 -3.1501
H 6.3549 3.8358 -1.5139
H 5.6915 3.8024 0.8644
H 3.8386 2.3733 1.6177
H -0.7433 -0.3818 -2.2612
H -0.5969 -0.3407 -4.7620
H 0.6669 -2.1190 -5.9291
H 1.7778 -3.9060 -4.6382
H 1.6289 -3.9457 -2.1882
H 0.1250 -3.4660 2.4216
H -0.6967 -5.6603 3.1558
H -1.6978 -7.2203 1.5225
H -1.8641 -6.5863 -0.8581
H -1.0693 -4.3876 -1.6170
```

Values from the calculation:
* ΔE to the lowest compared entry with this formula, charge and spin: 0.0 kJ/mol
* charge: +1
* HOMO energy: -0.3348 Eh

=====

The following is a quantum chemistry calculation of a molecular structure, C42H34BrN5TeZr, from OMol25.

```
84
Properties=species:S:1:pos:R:3
Zr -0.1933 -0.3680 0.0191
C -0.4198 5.9456 -0.7402
C -0.0259 4.5108 -0.9332
C 1.2721 4.0698 -0.6456
C 1.6255 2.7476 -0.7884
C 0.7176 1.7895 -1.2697
N 1.0519 0.4224 -1.3795
C 2.2410 -0.0441 -1.9423
C 3.0609 0.6969 -2.7888
C 4.1919 0.1249 -3.3401
C 4.5312 -1.2060 -3.0966
C 5.7425 -1.8233 -3.7374
C 3.6896 -1.9524 -2.2833
C 2.5701 -1.3744 -1.7020
N 1.6997 -2.1778 -0.8677
C 2.1138 -3.3306 -0.2820
C 1.0532 -4.1905 -0.1936
C -0.0195 -3.4866 -0.7481
N 0.3444 -2.2773 -1.1666
C -0.5858 2.2392 -1.5472
C -0.9463 3.5714 -1.3665
N -1.5956 1.3503 -2.0343
C -2.4644 1.5562 -3.0352
C -3.3205 0.4738 -3.0818
C -2.9015 -0.3601 -2.0518
N -1.8596 0.1759 -1.4109
H 0.4433 6.6043 -0.8129
H -1.1593 6.2570 -1.4766
H -0.8618 6.0862 0.2487
H 2.0109 4.7815 -0.2991
H 2.6375 2.4273 -0.5720
H 2.8056 1.7249 -3.0103
H 4.8230 0.7206 -3.9877
H 6.5818 -1.1292 -3.7301
H 6.0458 -2.7346 -3.2250
H 5.5369 -2.0787 -4.7783
H 3.9051 -3.0011 -2.1226
H 3.1445 -3.4593 0.0043
H 1.0436 -5.1784 0.2319
H -1.0499 -3.7973 -0.8225
H -1.9715 3.8662 -1.5619
H -2.4080 2.4410 -3.6471
H -4.1240 0.3077 -3.7771
H -3.2961 -1.3180 -1.7526
Br 2.0812 0.2963 1.6252
C 1.5724 -0.6649 3.2131
C 2.2845 -0.4959 4.3573
C 1.8652 -1.2147 5.5017
C 0.7732 -2.0327 5.4451
C 0.0328 -2.1846 4.2474
C -1.1361 -2.9855 4.1791
C -1.8602 -3.0717 3.0251
C -1.4271 -2.3692 1.8787
C -0.2848 -1.5995 1.8663
C 0.4427 -1.4958 3.0808
H 3.1425 0.1602 4.4009
H 2.4208 -1.1022 6.4224
H 0.4524 -2.5709 6.3284
H -1.4534 -3.5193 5.0665
H -2.7582 -3.6742 2.9875
H -2.0411 -2.4639 0.9770
Te -1.2596 1.8576 1.9470
C -2.0784 0.8911 3.6335
C -1.3613 0.9883 4.8193
C -1.8615 0.3854 5.9660
C -3.0712 -0.2916 5.9236
C -3.7839 -0.3769 4.7340
C -3.2850 0.2071 3.5796
C -2.9672 2.7766 1.1310
C -3.1332 4.1429 1.3171
C -4.2054 4.7876 0.7153
C -5.1018 4.0706 -0.0652
C -4.9406 2.7010 -0.2353
C -3.8697 2.0494 0.3615
H -0.4320 1.5438 4.8583
H -1.3129 0.4652 6.8953
H -3.4684 -0.7437 6.8228
H -4.7329 -0.8960 4.7063
H -3.8473 0.1434 2.6563
H -2.4395 4.6972 1.9371
H -4.3456 5.8502 0.8647
H -5.9368 4.5765 -0.5312
H -5.6514 2.1374 -0.8256
H -3.7419 0.9829 0.2249
```

Values from the calculation:
* ΔE to the lowest compared entry with this formula, charge and spin: 0.0 kJ/mol
* charge: +2
* HOMO energy: -0.4735 Eh